(1)
Computed, not measured: one molecule with the formula CH3N2OPS at a distorted geometry, with ωB97M-V with the def2-TZVPD basis set.

The geometry in XYZ format:
```
9
Properties=species:S:1:pos:R:3
C 2.20 1.49 -0.03
N 2.78 2.41 0.31
N -0.10 0.68 1.05
O 0.66 -0.18 -1.53
P 1.38 -0.06 -0.10
S 2.44 -1.66 0.38
H -0.12 0.35 2.00
H -0.96 1.04 0.60
H 1.16 -0.33 -2.32
```

The calculation puts the orbital gap at 9.7588 eV. For the molar mass, the calculation gives 122.09 g/mol. The SMILES is N#C[P@@](N)(O)=S. As for the net charge: 0.

(2)
Computed, not measured: a 2-piece molecular cluster, CH3N3O overall at a distorted geometry, with ωB97M-V with the def2-TZVPD basis set.

The geometry in XYZ format:
```
8
Properties=species:S:1:pos:R:3
C -0.28 -0.69 -0.20
N -0.37 -0.26 -3.87
N 0.20 0.18 -3.01
N -0.65 0.13 0.69
O 0.88 0.60 -2.14
H 0.67 -1.09 -0.63
H -1.06 -1.20 -0.69
H 0.17 0.58 1.07
```

The calculation puts the orbital gap at 11.2282 eV. For the molar mass, the calculation gives 73.06 g/mol. The SMILES is N#[N+][O-].C=N. As for the net charge: 0.

(3)
Computed, not measured: a 2-piece molecular cluster, CH3N3O3 overall at a distorted geometry, with ωB97M-V with the def2-TZVPD basis set.

The geometry in XYZ format:
```
10
Properties=species:S:1:pos:R:3
C -1.82 0.08 0.37
N 1.30 -1.04 0.26
N -0.15 1.19 -0.80
N 1.78 0.00 -0.04
O -2.03 -0.74 -0.48
O 2.74 0.68 -0.13
O -0.92 1.06 0.31
H -2.34 0.14 1.34
H 1.85 -1.82 0.62
H -0.43 0.45 -1.46
```

The calculation puts the orbital gap (spin up / spin down) at 8.4667 / 9.4007 eV. For the molar mass, the calculation gives 105.05 g/mol. As for the net charge: 0.

(4)
Computed, not measured: a 2-piece molecular cluster, CH3N3O3 overall at a distorted geometry, with ωB97M-V with the def2-TZVPD basis set.

The geometry in XYZ format:
```
10
Properties=species:S:1:pos:R:3
C -1.59 0.20 0.21
N -1.47 -1.00 0.13
N 0.65 0.64 -0.81
N 1.42 0.30 0.09
O -1.68 1.29 0.61
O 1.29 -1.01 0.45
O 2.25 1.00 0.62
H 0.42 -1.42 0.05
H -1.90 -1.62 -0.41
H 0.63 1.62 -0.94
```

The calculation puts the orbital gap at 10.9108 eV. For the molar mass, the calculation gives 105.05 g/mol. The SMILES is [H]/N=[N+](\[O-])O.N=C=O. As for the net charge: 0.

ΔE to the lowest compared entry with this formula, charge and spin
In order: 1.310; 3.309; 4.210; 1.812
Unit: eV